Record 1
# C3H5NO3

An isolated molecule of C3H5NO3 (ωB97M-V/def2-TZVPD, the OMol25 dataset).

Each line ends with the Mulliken charge.
Positions of all 12 atoms, in Å:
1 C 0.85 0.49 1.26  -1.30
2 C -0.50 0.20 0.64  0.90
3 C 0.53 -0.40 -1.56  0.01
4 H 0.61 0.75 2.31  0.30
5 H 1.38 1.36 0.81  0.34
6 H 1.46 -0.42 1.24  0.38
7 H -2.34 -0.47 -0.36  0.37
8 H 1.46 -0.09 -1.06  0.31
9 N -0.52 -0.39 -0.63  0.17
10 O -1.59 0.39 1.20  -0.65
11 O -1.80 -0.63 -1.15  -0.38
12 O 0.45 -0.79 -2.70  -0.47

Calculated values
Energy relative to the best compared isomer or geometry (same formula, charge and spin) = 238.6 kJ/mol
LUMO energy = 0.47 eV
2S+1 = 1
Strongest force on any atom = 2.04 eV Å⁻¹
Energy = -10823.2150 eV
Structure (SMILES) = CC(=O)N(O)C=O



Record 2
# C3H5NO3

A structure of composition C3H5NO3 (ωB97M-V/def2-TZVPD, the OMol25 dataset).

Each line ends with the Mulliken charge.
Positions of all 12 atoms, in Å:
1 N -0.20 -1.18 -0.09  -0.27
2 C -0.86 0.24 0.51  0.45
3 O -1.92 0.26 1.04  -0.57
4 C 0.43 1.02 0.75  -0.22
5 O 1.32 0.49 -0.23  -0.44
6 C 0.42 -0.18 -1.10  0.18
7 O -0.67 0.51 -1.33  -0.64
8 H -0.97 -1.71 -0.49  0.29
9 H 0.39 -1.75 0.50  0.26
10 H 0.22 2.08 0.61  0.25
11 H 0.85 0.83 1.75  0.29
12 H 0.99 -0.62 -1.92  0.41

Calculated values
Energy relative to the best compared isomer or geometry (same formula, charge and spin) = 283.0 kJ/mol
LUMO energy = 0.57 eV
2S+1 = 1
Strongest force on any atom = 0.60 eV Å⁻¹
Energy = -10822.7544 eV



Record 3
# C3H5NO3

An isolated molecule of C3H5NO3 (ωB97M-V/def2-TZVPD, the OMol25 dataset).

Each line ends with the Mulliken charge.
Positions of all 12 atoms, in Å:
1 C -1.46 0.99 0.65  0.09
2 N -1.09 0.32 -0.46  -0.10
3 C 0.28 0.35 -0.93  -0.61
4 C 1.19 -0.60 -0.18  0.61
5 O 2.40 -0.76 -0.81  -0.46
6 O 0.88 -1.17 0.82  -0.48
7 O -2.56 0.92 1.16  -0.54
8 H -0.69 1.58 1.15  0.30
9 H -1.76 -0.27 -0.94  0.22
10 H 0.35 0.12 -1.99  0.35
11 H 0.60 1.39 -0.82  0.28
12 H 3.07 -0.63 -0.13  0.34

Calculated values
Energy relative to the best compared isomer or geometry (same formula, charge and spin) = 85.4 kJ/mol
LUMO energy = 0.42 eV
2S+1 = 1
Strongest force on any atom = 0.92 eV Å⁻¹
Energy = -10824.8030 eV
Structure (SMILES) = O=CNCC(=O)O



Record 4
# C3H5NO3

An isolated molecule of C3H5NO3 (ωB97M-V/def2-TZVPD, the OMol25 dataset).

Each line ends with the Mulliken charge.
Positions of all 12 atoms, in Å:
1 C 0.62 0.40 0.02  0.64
2 C 0.93 -1.02 0.48  -0.69
3 C -0.16 -1.95 0.41  0.18
4 H 0.13 2.40 -0.33  0.37
5 H -1.28 -0.03 -0.12  0.42
6 H 1.89 -1.39 0.18  0.45
7 H 1.07 -0.98 1.48  0.33
8 H -0.02 -3.15 0.77  0.26
9 N -0.67 0.83 0.34  -0.31
10 O -0.80 1.95 -0.63  -0.44
11 O 1.41 1.29 -0.53  -0.66
12 O -1.29 -1.64 -0.07  -0.55

Calculated values
Energy relative to the best compared isomer or geometry (same formula, charge and spin) = 496.7 kJ/mol
LUMO energy = -0.19 eV
2S+1 = 1
Strongest force on any atom = 6.25 eV Å⁻¹
Energy = -10820.5394 eV
Structure (SMILES) = O=CCC(=O)NO



Record 5
# C3H5NO3

An isolated molecule of C3H5NO3 (ωB97M-V/def2-TZVPD, the OMol25 dataset).

Each line ends with the Mulliken charge.
Positions of all 12 atoms, in Å:
1 C 1.19 -1.50 -0.67  -0.61
2 C -0.12 0.30 0.08  0.49
3 C -0.25 1.81 0.04  0.17
4 H 0.36 -1.93 -1.21  0.30
5 H 1.30 -1.96 0.35  0.28
6 H 2.10 -1.67 -1.29  0.23
7 H 0.45 2.39 -0.57  0.36
8 H -2.03 0.92 1.19  0.38
9 N -0.88 -0.59 0.66  -0.31
10 O 0.95 -0.12 -0.62  -0.34
11 O -1.08 2.46 0.71  -0.55
12 O -1.98 -0.10 1.34  -0.41

Calculated values
Energy relative to the best compared isomer or geometry (same formula, charge and spin) = 386.2 kJ/mol
LUMO energy = -0.65 eV
2S+1 = 1
Strongest force on any atom = 2.67 eV Å⁻¹
Energy = -10821.6854 eV
Structure (SMILES) = CO/C(C=O)=N/O



Record 6
# C3H5NO3

A structure of composition C3H5NO3 (ωB97M-V/def2-TZVPD, the OMol25 dataset).

Each line ends with the Mulliken charge.
Positions of all 12 atoms, in Å:
1 C -1.94 0.42 -0.01  0.28
2 C -0.75 1.15 -0.13  -0.53
3 C 0.67 -0.27 0.01  0.63
4 N -2.85 -0.25 0.17  -0.44
5 O 0.67 -0.98 1.22  -0.52
6 O 0.39 -1.05 -1.07  -0.51
7 O 1.81 0.37 -0.08  -0.47
8 H -0.75 1.34 -1.27  0.27
9 H -0.68 1.88 0.68  0.34
10 H 0.07 -1.72 1.16  0.33
11 H 1.21 -1.46 -1.41  0.31
12 H 2.17 0.59 0.74  0.32

Calculated values
Energy relative to the best compared isomer or geometry (same formula, charge and spin) = 289.2 kJ/mol
LUMO energy = 0.35 eV
2S+1 = 1
Strongest force on any atom = 3.90 eV Å⁻¹
Energy = -10822.6903 eV



Record 7
# C3H5NO4

A structure of composition C3H5NO4 (ωB97M-V/def2-TZVPD, the OMol25 dataset).

Each line ends with the Mulliken charge.
Positions of all 13 atoms, in Å:
1 C 0.54 0.98 1.94  -0.47
2 C -0.09 0.30 0.78  0.75
3 C 0.44 -1.63 -2.03  0.24
4 H -0.92 1.98 2.49  0.33
5 H 0.51 0.16 3.12  0.28
6 H 1.61 1.34 1.25  0.23
7 H -0.77 0.06 -1.49  0.31
8 H 1.72 -1.71 -1.94  0.24
9 N 0.20 -0.39 -1.39  -0.16
10 O -0.06 2.42 2.20  -0.45
11 O -1.36 0.28 0.80  -0.60
12 O 0.80 -0.13 -0.08  -0.19
13 O -0.50 -2.19 -2.65  -0.50

Calculated values
Energy relative to the best compared isomer or geometry (same formula, charge and spin) = 665.9 kJ/mol
LUMO energy = 0.05 eV
2S+1 = 1
Strongest force on any atom = 6.62 eV Å⁻¹
Energy = -12865.9737 eV



Record 8
# C3H5NO4

An isolated molecule of C3H5NO4 (ωB97M-V/def2-TZVPD, the OMol25 dataset).

Each line ends with the Mulliken charge.
Positions of all 13 atoms, in Å:
1 C 2.42 -0.31 0.05  -0.94
2 N -1.39 0.80 0.09  -0.24
3 C -1.11 -0.43 -0.05  0.64
4 C 1.10 0.31 -0.34  0.62
5 O -2.76 1.02 0.38  -0.51
6 O -1.91 -1.47 0.21  -0.46
7 O 0.13 -0.78 -0.38  -0.32
8 O 0.96 1.37 -0.84  -0.41
9 H -2.88 1.95 0.15  0.36
10 H -2.80 -1.12 0.37  0.39
11 H 2.94 0.35 0.73  0.32
12 H 2.27 -1.29 0.49  0.29
13 H 3.03 -0.41 -0.85  0.27

Calculated values
Energy relative to the best compared isomer or geometry (same formula, charge and spin) = 259.5 kJ/mol
LUMO energy = 0.66 eV
2S+1 = 1
Strongest force on any atom = 2.24 eV Å⁻¹
Energy = -12870.1852 eV
Structure (SMILES) = CC(=O)O/C(O)=N/O



Record 9
# C3H5NO5P

A cluster of 2 separate species, C3H5NO5P in total (ωB97M-V/def2-TZVPD, the OMol25 dataset).

Each line ends with the Mulliken charge.
Positions of all 15 atoms, in Å:
1 C -0.38 0.56 -1.60  -0.44
2 C -0.23 0.48 -0.30  0.21
3 C 3.33 -1.51 0.37  0.08
4 N 1.08 0.53 0.29  -0.56
5 O -2.11 -1.30 0.54  -0.53
6 O -2.77 1.24 0.59  -0.73
7 O 2.87 -2.45 0.73  -0.11
8 O -1.05 0.24 2.20  -0.83
9 O 0.59 0.63 -2.56  -0.56
10 P -1.68 0.31 0.86  0.87
11 H -1.31 0.39 -2.07  0.42
12 H 1.72 1.48 0.18  0.19
13 H -2.25 -1.49 1.47  0.28
14 H 0.87 0.46 1.22  0.35
15 H 1.33 0.41 -1.93  0.35

Calculated values
Energy relative to the best compared isomer or geometry (same formula, charge and spin) = 20.5 kJ/mol
Net charge = -1
LUMO energy = 3.43 eV
2S+1 = 1
Strongest force on any atom = 4.61 eV Å⁻¹
Energy = -24211.2603 eV



Record 10
# C3H5NOS

A cluster of 2 separate species, C3H5NOS in total (ωB97M-V/def2-TZVPD, the OMol25 dataset).

Each line ends with the Mulliken charge.
Positions of all 11 atoms, in Å:
1 C 0.11 -0.85 0.43  -0.04
2 C -0.99 -1.69 0.47  -0.60
3 C 1.45 0.99 -0.33  0.18
4 H -1.34 2.64 -0.23  0.16
5 H 0.91 -1.00 1.07  0.39
6 H -1.68 -1.29 -0.43  0.06
7 H -1.13 -2.44 1.22  0.29
8 H 1.40 1.72 -1.15  0.33
9 N 0.21 0.41 -0.30  -0.07
10 O 2.33 0.57 0.38  -0.54
11 S -1.26 0.94 -1.14  -0.16

Calculated values
Energy relative to the best compared isomer or geometry (same formula, charge and spin) = 427.1 kJ/mol
LUMO energy = -1.27 eV
2S+1 = 1
Strongest force on any atom = 5.56 eV Å⁻¹
Energy = -17560.8410 eV